Density functional theory data (the ωB97M-V functional and the def2-TZVPD basis) for C47H61GeN3OOsSe as an isolated structure.

```
115
Properties=species:S:1:pos:R:3:forces:R:3
Os -0.9536 -0.6797 0.2463 0.247 0.348 0.710
C 4.3859 -0.5855 -0.0254 -0.003 0.011 0.003
C 2.9932 -1.0547 0.3992 0.051 -0.029 -0.008
C 2.8139 -2.5472 0.1393 -0.024 0.040 0.009
C 2.6881 -0.7120 1.8347 -0.020 0.105 -0.077
C 3.5629 -1.0980 2.8440 -0.007 -0.008 0.005
C 3.3292 -0.7438 4.1599 0.005 0.020 0.000
C 2.2096 0.0061 4.4767 -0.017 -0.050 0.042
C 1.2953 0.4011 3.5060 -0.067 -0.092 -0.071
C 0.0511 1.1448 3.9459 -0.056 0.016 -0.027
C 0.3549 2.3493 4.8387 0.036 0.025 -0.028
C -0.8927 0.1711 4.6587 -0.034 0.077 0.023
C 1.5497 0.0214 2.1786 0.076 -0.007 0.110
N 0.6244 0.4276 1.1350 -0.146 -0.096 -0.099
C 0.6899 1.6556 0.7568 0.070 0.074 -0.192
C -0.3976 2.1485 -0.1407 0.067 0.002 0.072
N -1.2325 1.2551 -0.5132 0.138 -0.503 -0.191
C -2.4774 1.4857 -1.1851 -0.192 0.147 -0.015
C -3.6184 1.4121 -0.3633 -0.032 -0.051 -0.012
C -4.8645 1.4341 -0.9765 0.010 0.175 0.014
C -4.9852 1.5792 -2.3508 0.000 -0.003 -0.039
C -3.8505 1.6908 -3.1283 0.011 0.011 -0.016
C -2.5704 1.6281 -2.5743 0.062 -0.015 0.075
C -1.3695 1.7050 -3.4997 0.001 -0.022 0.008
C -1.2377 3.0880 -4.1447 -0.014 -0.014 -0.015
C -1.4396 0.6354 -4.5928 0.026 -0.029 -0.027
C -3.5841 1.3462 1.1583 -0.048 0.062 0.008
C -3.0704 2.6205 1.8445 -0.045 -0.009 -0.090
C -2.8881 0.1214 1.7447 0.208 -0.206 -0.320
C -0.2553 3.5936 -0.2627 -0.026 0.009 0.012
C -0.9938 4.5988 -0.8319 0.005 -0.016 -0.015
C -0.5163 5.9245 -0.7236 0.009 0.016 0.007
C 0.6516 6.2278 -0.0647 -0.013 -0.003 -0.010
C 1.4169 5.2105 0.5601 -0.005 -0.013 0.011
C 2.6154 5.3744 1.3009 0.000 0.004 0.000
C 3.2314 4.2931 1.8826 0.000 -0.002 0.009
C 2.7034 2.9838 1.7908 -0.008 -0.016 -0.012
C 1.5492 2.7962 1.0724 -0.034 0.006 0.068
C 0.9287 3.9105 0.4498 0.007 0.004 0.010
H 4.5679 -0.8354 -1.0730 0.006 0.022 0.000
H 5.1712 -1.0675 0.5574 -0.007 -0.013 0.002
H 4.4969 0.4941 0.0907 0.000 -0.004 0.004
H 2.2672 -0.5253 -0.2109 -0.014 0.000 0.017
H 3.5307 -3.1381 0.7131 0.016 -0.005 -0.022
H 2.9685 -2.7599 -0.9181 0.057 -0.009 -0.035
H 1.8083 -2.8824 0.3991 -0.039 -0.016 0.020
H 4.4481 -1.6666 2.5895 -0.001 -0.010 0.001
H 4.0217 -1.0402 4.9363 0.000 0.001 -0.001
H 2.0343 0.2855 5.5074 -0.003 0.007 0.008
H -0.4542 1.5332 3.0595 -0.045 -0.029 -0.008
H 0.7080 2.0459 5.8246 0.023 -0.016 -0.008
H -0.5514 2.9373 4.9887 -0.002 -0.002 0.009
H 1.1103 2.9971 4.3915 -0.006 0.008 -0.007
H -0.4031 -0.2586 5.5341 -0.006 0.016 0.014
H -1.1838 -0.6544 4.0077 -0.009 -0.052 -0.010
H -1.7952 0.6828 5.0003 -0.001 -0.009 -0.015
H -5.7561 1.3779 -0.3637 0.005 -0.004 0.003
H -5.9646 1.6163 -2.8085 0.000 -0.004 -0.003
H -3.9520 1.8186 -4.1983 0.001 -0.002 0.004
H -0.4750 1.5205 -2.9024 0.055 0.014 0.014
H -2.1132 3.3191 -4.7540 -0.006 -0.006 0.010
H -0.3661 3.1148 -4.7998 0.002 -0.005 0.006
H -1.1231 3.8764 -3.4044 0.005 0.036 0.017
H -2.2886 0.8008 -5.2568 0.007 0.019 -0.001
H -1.5282 -0.3651 -4.1694 -0.030 0.008 -0.006
H -0.5398 0.6706 -5.2101 -0.001 0.005 0.009
H -4.6369 1.2601 1.4380 0.029 -0.092 0.079
H -1.9815 2.6670 1.8647 0.058 0.044 -0.063
H -3.4135 2.6440 2.8799 0.020 -0.005 0.007
H -3.4425 3.5165 1.3488 -0.009 -0.002 0.004
H -1.7548 0.2428 1.7313 0.018 0.005 0.140
H -3.1935 -0.8129 1.2849 -0.406 0.071 0.206
H -3.0551 0.0474 2.8182 0.031 -0.034 0.049
H -1.9215 4.3981 -1.3507 -0.012 -0.002 -0.004
H -1.0900 6.7219 -1.1756 0.001 -0.001 0.000
H 0.9862 7.2561 -0.0107 -0.001 0.001 0.003
H 3.0438 6.3626 1.4118 0.002 0.000 -0.003
H 4.1437 4.4443 2.4432 0.002 -0.003 -0.002
H 3.2070 2.1638 2.2856 0.004 0.001 0.011
O -2.5704 -1.7514 -0.7047 -0.025 0.040 0.006
C -3.0222 -2.9779 -0.1120 0.093 -0.047 -0.046
C -2.1939 -3.2610 1.1173 -0.009 -0.046 -0.027
C -2.5970 -4.2579 1.9889 0.034 -0.040 -0.042
C -1.8366 -4.5241 3.1142 0.007 0.028 -0.011
C -0.6857 -3.7808 3.3259 0.017 -0.042 -0.013
C -0.3462 -2.8025 2.4155 0.184 -0.066 -0.095
N -1.0823 -2.5298 1.3245 -0.121 0.097 -0.051
H -3.2300 -1.3084 -1.2553 -0.059 -0.005 0.063
H -2.8962 -3.7824 -0.8407 -0.030 -0.013 0.017
H -4.0787 -2.9107 0.1505 0.003 0.029 0.006
H -3.5012 -4.8158 1.7833 -0.006 0.009 0.005
H -2.1396 -5.2924 3.8122 0.004 -0.005 -0.001
H -0.0544 -3.9460 4.1871 0.002 -0.008 -0.003
H 0.5495 -2.2088 2.5421 -0.046 0.042 0.018
C 0.9213 -5.2166 -4.7531 0.029 0.048 -0.034
Ge 1.7782 -4.1260 -3.3806 -0.011 0.106 -0.004
C 3.1915 -3.0168 -4.1411 -0.010 -0.014 0.003
C 2.4788 -5.3195 -2.0040 -0.052 0.034 0.022
C 0.1948 -2.9984 -2.8514 0.055 -0.162 0.400
Se 0.0608 -1.2766 -1.9185 -0.078 0.341 -0.605
C 1.6173 -0.3056 -2.5313 0.198 -0.155 0.077
H 1.6645 -5.8581 -5.2266 -0.004 -0.014 0.001
H 0.4653 -4.5996 -5.5275 0.009 -0.002 -0.003
H 0.1507 -5.8553 -4.3208 0.004 0.000 0.011
H 3.8813 -3.6678 -4.6794 0.016 0.013 0.006
H 3.7619 -2.4905 -3.3754 -0.002 0.001 -0.001
H 2.7979 -2.2913 -4.8532 -0.008 0.001 0.011
H 3.0064 -6.1205 -2.5243 -0.034 -0.018 -0.005
H 1.6816 -5.7735 -1.4153 -0.010 0.003 -0.003
H 3.1877 -4.8452 -1.3307 -0.020 0.018 0.003
H -0.4999 -3.6498 -2.3144 -0.013 0.026 0.013
H -0.2905 -2.7315 -3.7913 -0.012 -0.124 -0.037
H 2.5476 -0.7737 -2.2240 -0.038 -0.008 -0.059
H 1.5526 0.6985 -2.1158 -0.004 0.018 0.001
H 1.5580 -0.2609 -3.6163 -0.042 0.017 0.001
```
Forces are in eV/Å.

Summary:
Maximum force: 0.016 Eh/bohr
Kohn-Sham gap: 0.2463 Ha
Net charge: +2
HOMO level: -12.7 eV
Total energy: -180565.101 eV